1.
C4H11CrFInNO | ωB97M-V with the def2-TZVPD basis set

Summary:
energy	-44141.4218	eV
net charge	+3
multiplicity	6
frontier orbital gap (alpha / beta)	5.0 / 4.9	eV

Element x y z (Å)
H  0.52  -2.13  1.77
H  1.93  3.00  -0.72
C  1.00  2.59  -0.34
H  0.18  3.01  -0.91
F  0.97  -1.13  -2.85
H  -0.53  1.22  1.10
Cr  -0.08  -1.25  -4.77
In  3.03  -1.06  -0.71
C  -1.73  -1.45  0.87
H  -1.73  -2.53  1.01
H  -0.04  -1.24  -0.48
H  -1.17  1.06  -0.48
N  0.61  -1.19  1.41
C  -0.35  0.71  0.15
H  -2.50  -1.20  0.14
C  -0.38  -0.81  0.46
H  -2.06  -1.10  1.85
H  0.35  -0.71  2.26
H  1.07  3.05  0.65
O  0.91  1.16  -0.41

2.
C43H40N3O8ReS | ωB97M-V with the def2-TZVPD basis set

Summary:
energy	-79058.6896	eV
net charge	-1
ΔE to the lowest compared entry with this formula, charge and spin	35.6	kcal per mole
multiplicity	2
frontier orbital gap (alpha / beta)	6.3 / 6.7	eV

Element x y z (Å)
C  -1.21  -0.32  -6.53
C  -4.34  -2.84  0.84
H  3.88  2.92  6.09
H  0.91  -5.86  -3.05
H  1.87  4.91  3.61
C  4.41  1.14  3.03
O  -0.29  -1.41  -1.99
C  -1.87  2.34  0.30
C  4.98  2.34  2.65
C  3.19  2.71  1.08
H  3.19  -1.09  3.63
C  -2.31  -3.77  1.68
C  -2.90  3.28  0.25
H  0.25  -1.87  -1.33
C  0.30  3.49  3.31
O  1.43  0.53  -1.88
C  0.46  1.46  4.59
C  -2.24  -1.66  0.47
H  1.52  3.82  0.33
C  -3.65  -1.78  0.32
C  1.47  3.95  3.90
C  2.63  -0.63  2.82
C  2.15  3.17  4.84
C  1.63  1.93  5.17
H  -1.14  1.86  -2.88
H  0.79  -0.66  -5.85
H  2.39  2.93  -0.90
C  -2.55  -0.25  -6.18
C  1.40  -0.01  -3.02
H  -2.98  3.55  -3.15
Re  0.02  0.56  0.10
H  -3.97  -0.44  -4.58
O  0.66  -2.07  0.54
H  2.69  -1.57  -4.72
C  -6.40  -2.00  0.04
C  -3.28  3.71  -1.01
C  -1.54  -2.72  1.13
O  -1.72  -0.57  0.01
C  -2.92  -0.50  -4.87
H  0.44  -3.27  3.24
C  1.31  -4.93  -3.43
H  0.16  -4.69  2.24
C  3.24  0.69  2.44
H  -0.22  4.09  2.58
C  -1.97  -0.81  -3.91
C  -1.66  2.29  -2.04
C  -0.25  -0.63  -5.58
C  2.43  -4.92  -4.23
H  -4.24  -4.68  1.96
C  1.16  -2.51  -3.56
H  -0.22  -3.76  -2.49
H  -6.31  -1.02  0.52
H  4.82  4.07  1.38
H  3.81  -3.69  -5.33
H  1.63  -3.73  2.00
H  3.10  4.42  -0.22
C  -0.62  -0.89  -4.26
H  -0.90  -0.13  -7.55
O  -2.73  2.60  3.11
N  -1.28  1.88  -0.83
N  -1.22  1.70  1.33
H  3.23  4.57  6.06
O  -5.69  -2.99  0.75
H  -3.30  0.00  -6.92
H  -6.05  -1.92  -0.99
C  2.29  -2.52  -4.38
H  -1.81  -4.56  2.21
H  -2.26  -1.00  -2.89
H  5.91  2.68  3.12
C  0.57  -3.68  2.24
C  3.42  3.68  5.46
C  0.67  -3.73  -3.10
C  2.63  1.49  1.46
H  2.16  1.31  5.89
H  4.14  3.95  4.68
N  1.49  1.05  0.82
H  -4.08  4.44  -1.09
H  1.59  -0.50  3.13
C  -0.19  2.24  3.66
C  2.92  -3.71  -4.70
C  0.42  -1.23  -3.19
C  2.52  3.52  0.01
C  -0.09  -2.77  1.23
C  4.37  3.13  1.68
H  -7.44  -2.31  0.04
C  -3.67  -3.86  1.55
S  -1.67  1.65  2.88
O  -1.85  0.29  3.32
O  2.06  0.33  -4.01
H  4.89  0.52  3.79
H  0.06  0.49  4.84
H  -4.13  -0.96  -0.18
H  2.60  -1.30  1.96
H  -3.37  3.62  1.15
C  -2.67  3.22  -2.17
H  2.93  -5.85  -4.49

3.
C18H64N10O14 | ωB97M-V with the def2-TZVPD basis set

Summary:
energy	-63264.8708	eV
ΔE to the lowest compared entry with this formula, charge and spin	36.4	kcal per mole
multiplicity	1
frontier orbital gap	7.9	eV

Element x y z (Å)
H  -0.43  4.16  -2.16
N  0.33  -1.71  3.18
O  3.42  7.26  -0.14
C  -4.65  -1.55  -3.17
C  -0.97  -0.56  0.15
H  -4.88  3.10  0.97
H  -2.58  -4.08  -0.33
C  -3.99  -1.14  -1.90
C  -1.95  1.09  4.59
C  -3.80  -1.43  2.68
C  -1.06  -0.83  -3.14
H  1.03  3.31  -1.63
N  -4.03  -1.99  1.53
O  -0.14  1.27  3.03
O  3.20  2.06  0.33
C  -3.34  2.33  0.00
H  0.86  0.02  -0.96
C  4.22  -1.57  0.09
N  4.05  -2.84  0.15
C  1.37  -2.98  -2.05
H  -5.35  -0.83  -3.55
N  -1.97  -4.49  2.70
O  -4.51  -0.28  3.06
H  -2.90  -5.00  2.96
H  -3.73  -4.68  0.95
O  2.65  -1.30  3.48
C  0.38  0.18  0.01
H  -2.46  2.66  -0.47
H  2.28  -4.63  -1.90
H  0.96  0.67  -4.24
H  5.94  -1.72  1.05
H  1.07  -0.18  0.73
H  -0.46  -2.19  2.78
H  3.85  4.37  -1.65
O  1.14  1.36  -3.57
H  -1.14  0.10  -2.59
H  2.65  -2.76  1.25
N  5.27  -1.12  0.64
H  0.17  -0.82  3.64
C  3.37  1.07  -4.28
O  2.53  -3.71  -1.89
H  1.39  4.88  -0.10
H  -1.74  -0.19  -0.45
H  1.03  -3.14  -3.06
H  -5.06  -2.61  -3.07
H  -3.50  -2.83  1.22
N  1.71  -2.63  1.77
H  -3.99  2.06  -0.80
N  3.87  5.35  -1.37
C  0.59  4.25  -1.69
H  2.41  5.37  1.46
O  3.43  -0.63  -0.54
H  -3.34  -1.86  -1.51
C  -1.77  -4.22  1.42
C  2.38  1.00  -3.09
H  -0.81  -1.58  -0.16
C  1.58  -1.82  2.83
H  -3.84  -1.73  -3.90
H  4.62  -3.40  0.70
H  -4.59  -1.52  0.82
O  -3.97  3.39  0.80
O  0.17  1.51  0.44
H  1.30  4.91  -2.13
H  -1.97  2.36  2.75
H  2.37  2.39  2.20
H  -3.05  1.44  0.56
H  3.98  6.05  -2.13
H  -2.64  -1.80  4.38
H  5.66  -0.17  0.59
H  -1.35  -1.64  -2.54
H  -1.42  -0.60  1.14
H  2.90  0.75  1.88
O  -1.69  -0.92  -4.41
N  -2.90  -2.06  3.43
N  -2.83  -4.25  0.67
H  0.90  -3.14  1.37
O  -0.57  -3.80  0.95
O  -4.99  -0.98  -0.95
O  0.49  4.62  -0.37
H  0.64  -3.27  -1.32
H  -1.83  2.03  5.14
H  -1.64  -0.06  -4.86
C  3.09  1.80  1.72
H  -3.53  -0.15  -1.86
H  1.56  -1.96  -1.90
H  -2.06  0.69  2.50
H  -2.52  -2.97  3.15
H  4.40  1.25  -3.99
H  4.09  2.08  2.20
H  -1.15  -4.51  3.38
H  -2.95  0.76  4.65
N  2.98  5.03  0.60
H  3.10  1.84  -4.97
H  3.09  4.01  0.50
H  3.42  -3.23  -0.61
C  -1.53  1.42  3.17
H  -0.06  1.33  2.08
H  1.02  1.96  0.44
H  -0.02  -0.94  -3.28
H  -1.26  0.46  5.05
H  -5.54  -0.21  -1.11
H  3.73  1.39  -0.09
C  3.49  5.87  -0.25
H  2.71  1.76  -2.41
H  3.33  0.18  -4.85
H  2.30  0.05  -2.54

4.
C24H28F32N3O4 | ωB97M-V with the def2-TZVPD basis set

Summary:
energy	-124961.2890	eV
net charge	-1
multiplicity	1
frontier orbital gap	4.2	eV

Element x y z (Å)
H  -3.81  0.32  1.99
F  -1.70  -5.38  -0.25
C  -2.91  -5.06  3.11
C  -3.34  0.35  1.00
H  0.67  0.69  -2.73
F  4.91  4.57  -3.90
C  -0.11  -7.06  -0.81
H  -1.51  1.52  -0.84
H  -6.29  -4.84  2.80
H  0.82  0.17  -1.03
C  -5.59  -6.85  5.24
C  0.68  -3.27  -1.49
C  2.71  7.65  -1.69
C  5.28  1.05  -1.04
H  -5.31  -6.28  2.63
F  -4.01  -5.55  6.44
C  -2.67  -1.01  0.70
C  6.18  1.57  0.08
C  -0.79  7.96  -1.57
F  -4.70  -7.60  4.56
F  6.92  0.54  0.57
H  1.03  -3.13  0.56
F  3.76  8.17  -1.01
H  4.01  2.82  -1.04
H  -2.60  1.16  1.01
O  4.76  2.58  -2.97
H  3.45  1.48  -1.97
H  6.71  3.02  -4.77
F  -4.47  -3.64  2.20
C  5.54  3.69  -3.07
C  -0.46  -3.11  -2.50
H  5.58  1.99  0.89
F  -0.77  -6.54  1.35
C  0.37  0.90  -1.70
F  1.97  9.75  -2.30
O  0.45  -5.03  0.32
C  6.88  3.38  -3.75
F  1.62  -4.15  -1.95
H  0.74  -7.60  -0.38
F  0.23  -6.58  -2.02
O  -6.05  -5.79  4.52
H  -1.40  7.10  1.13
H  -0.67  -3.23  0.21
F  2.36  6.49  -1.10
F  0.55  6.75  0.88
F  -6.66  -7.64  5.52
H  2.99  7.46  -2.72
F  -4.56  -7.51  7.25
C  -1.18  0.79  -1.61
F  1.24  -2.03  -1.42
F  7.57  2.45  -3.06
C  0.30  -3.65  -0.06
F  7.63  4.51  -3.79
F  -0.97  5.17  0.94
F  7.04  2.51  -0.37
C  -0.53  -5.93  0.14
H  -1.03  8.76  -0.88
N  -1.46  -0.99  -0.09
C  -5.03  -6.41  6.60
H  -2.45  -1.49  1.67
F  -1.15  -7.92  -0.96
F  5.73  4.32  -1.89
H  -3.40  -1.64  0.18
H  0.38  2.96  -1.84
H  -1.53  7.99  -2.37
C  -5.50  -5.41  3.27
H  -2.83  -5.60  2.17
C  4.34  2.05  -1.72
F  6.03  0.40  -1.96
F  4.48  0.12  -0.44
H  -4.12  0.59  0.27
F  0.10  -2.79  -3.70
C  -0.98  6.58  -0.94
F  -2.00  -4.07  3.13
C  -0.73  6.45  0.57
N  -1.68  -0.54  -1.45
H  -1.59  1.16  -2.57
H  -5.81  -5.95  7.20
C  1.55  8.65  -1.62
F  -2.30  6.27  -1.10
O  0.43  8.19  -2.25
C  -4.30  -4.45  3.28
F  1.31  9.04  -0.36
N  0.93  2.24  -1.38
F  -0.25  5.67  -1.61
H  -0.73  -0.46  0.40
F  -1.12  -4.30  -2.66
H  0.90  2.40  -0.38
F  -4.34  -3.67  4.38
F  -2.62  -5.91  4.13
H  -1.13  -2.29  -2.18